52
Properties=species:S:1:pos:R:3 method="wB97M-V/def2-TZVPD" multiplicity=4 energy_ev=-42379.7861 homo_ev="-13.74 / -14.07" total_charge=+2
Re -0.34 0.48 0.00
O 2.47 3.03 -1.32
C 1.83 2.27 -0.66
N 0.43 2.17 -0.62
C -0.37 3.34 -0.62
C -0.02 4.58 -1.14
C -0.94 5.62 -0.99
C -2.15 5.42 -0.35
C -2.50 4.18 0.17
C -1.59 3.14 0.03
N -1.74 1.79 0.45
C -2.93 1.34 1.04
O -3.72 2.01 1.65
C -3.16 -0.11 0.76
C -4.36 -0.72 1.07
C -4.56 -2.02 0.64
C -3.57 -2.65 -0.09
C -2.38 -1.99 -0.34
N -2.17 -0.73 0.09
C 2.42 1.33 0.35
C 3.75 1.35 0.72
C 4.15 0.55 1.78
C 3.20 -0.23 2.44
C 1.89 -0.22 2.00
N 1.52 0.54 0.96
H 0.91 4.73 -1.66
H -0.70 6.59 -1.39
H -2.84 6.24 -0.25
H -3.43 4.04 0.69
H -5.11 -0.15 1.61
H -5.50 -2.53 0.85
H -3.70 -3.65 -0.48
H -1.59 -2.45 -0.91
H 4.43 2.01 0.19
H 5.18 0.55 2.11
H 3.47 -0.84 3.29
H 1.13 -0.82 2.47
N 1.24 -5.20 0.82
C 2.15 -4.59 0.02
O 3.33 -4.84 -0.02
C 1.64 -3.42 -0.80
C 2.10 -3.27 -2.11
C 1.74 -2.14 -2.82
C 1.00 -1.16 -2.18
N 0.59 -1.28 -0.91
C 0.89 -2.41 -0.24
H 1.58 -6.01 1.34
H 0.26 -5.17 0.61
H 2.73 -4.04 -2.54
H 2.06 -1.99 -3.84
H 0.74 -0.24 -2.69
H 0.54 -2.48 0.78



49
Properties=species:S:1:pos:R:3 method="wB97M-V/def2-TZVPD" multiplicity=4 energy_ev=-109468.2754 homo_ev="-17.41 / -17.42" total_charge=+3
Nd -0.47 -1.54 -1.34
O 3.04 -2.64 -1.21
C 2.00 -2.12 -1.15
C -2.89 -0.52 -1.03
O -4.04 -0.40 -1.08
C -1.06 -2.93 0.65
O -1.39 -3.77 1.38
C -0.47 -0.21 -3.48
O -0.53 0.34 -4.51
C -1.19 -5.64 -4.07
H -0.44 -5.16 -4.72
H -0.71 -6.15 -3.21
C -2.46 -5.25 -4.04
H -3.11 -5.43 -3.17
H -2.84 -4.43 -4.66
C 4.93 1.83 1.30
C 4.57 0.49 1.35
C 3.25 0.07 1.15
C 2.26 1.01 0.86
C 2.62 2.35 0.73
C 3.93 2.74 0.98
As 0.46 0.43 0.47
C -0.50 0.25 2.19
C -1.81 -0.21 2.22
C -2.38 -0.68 3.40
C -1.67 -0.72 4.59
C -0.37 -0.23 4.56
C 0.25 0.22 3.38
C -0.29 1.93 -0.60
C -1.43 2.51 -0.03
C -2.18 3.44 -0.77
C -1.82 3.81 -2.06
C -0.69 3.22 -2.61
C 0.06 2.28 -1.91
H 5.98 2.12 1.49
H 5.33 -0.27 1.52
H 3.00 -0.98 1.17
H 1.91 3.09 0.41
H 4.23 3.76 0.90
H -2.36 -0.33 1.28
H -3.39 -1.07 3.37
H -2.10 -1.20 5.48
H 0.20 -0.26 5.48
H 1.31 0.46 3.38
H -1.78 2.20 0.96
H -3.08 3.87 -0.34
H -2.41 4.52 -2.65
H -0.39 3.47 -3.61
H 0.89 1.75 -2.38



54
Properties=species:S:1:pos:R:3 method="wB97M-V/def2-TZVPD" multiplicity=2 energy_ev=-125530.4580 homo_ev="-2.80 / -3.71" total_charge=-1
Hg 0.37 0.13 0.21
C -0.10 1.50 -5.35
C -1.32 1.59 -4.68
C -1.38 1.77 -3.31
C -0.21 1.88 -2.54
C 1.02 1.82 -3.23
C 1.07 1.62 -4.60
N -0.22 1.93 -1.16
C -1.10 2.78 -0.51
C -1.55 3.98 -1.08
C -2.39 4.85 -0.39
C -2.82 4.55 0.90
C -2.41 3.37 1.49
C -1.57 2.47 0.81
N -1.18 1.27 1.33
N -1.67 0.84 2.47
C -1.35 -0.45 2.75
C -1.74 -0.96 4.01
C -1.46 -2.26 4.34
C -0.77 -3.08 3.43
C -0.41 -2.52 2.22
N -0.69 -1.26 1.87
H -0.06 1.35 -6.42
H -2.24 1.49 -5.25
H -2.34 1.81 -2.81
H 1.93 1.92 -2.65
H 2.03 1.57 -5.10
H -1.21 4.24 -2.08
H -2.70 5.78 -0.87
H -3.47 5.24 1.43
H -2.73 3.10 2.49
H -2.26 -0.29 4.68
H -1.75 -2.65 5.30
H -0.52 -4.10 3.65
H 0.15 -3.09 1.49
O 3.65 -1.96 -5.05
C 2.99 -1.58 -3.93
C 3.61 -0.92 -2.88
C 2.84 -0.57 -1.79
N 1.53 -0.84 -1.71
C 0.97 -1.47 -2.72
Br -0.88 -1.80 -2.55
C 1.63 -1.87 -3.86
H 4.57 -1.69 -4.98
H 4.66 -0.69 -2.91
H 3.26 -0.06 -0.93
H 1.13 -2.37 -4.67
Cl 2.98 -1.34 4.28
C 3.84 -0.99 2.75
C 2.82 -0.84 1.62
O 2.53 -1.86 0.97
O 2.38 0.34 1.43
H 4.50 -1.82 2.56
H 4.39 -0.06 2.90